<A>
A molecular structure, C2H2N2O4, computed with wB97M-V/def2-TZVPD.

- Kohn-Sham gap (spin up / spin down) (eV) = 9.4447 / 9.2610
- HOMO energy (spin up / spin down) (eV) = -11.1 / -11.6

```
! wB97M-V def2-TZVPD RIJCOSX def2/J DEFGRID3
* xyz 0 1
C -0.83608 -0.35487 0.21873
C 0.76290 3.00090 -2.28136
N -1.39053 0.65195 -0.54398
N 1.00588 -0.38405 0.42117
O -0.03499 3.42495 -2.98069
O 1.58206 2.57356 -1.60367
O -0.87387 1.74604 -0.59745
O -2.37853 0.29310 -1.16629
H -1.31022 -1.27466 0.48884
H 1.25158 0.53973 0.05331
*
```

Here are the Mulliken charges for atoms 1 to 4, given in e: number 1, C, carries -0.1081; number 2, C, carries 0.7377; number 3, N, carries 0.7802; number 4, N, carries -0.3472

***

<B>
2 unconnected molecules or ions with the total composition C2H2N2O4, computed with wB97M-V/def2-TZVPD.

- SMILES string = O=[N+]([O-])C#[N+][O-].C=O
- Kohn-Sham gap (eV) = 9.2639
- HOMO energy (eV) = -10.4

```
! wB97M-V def2-TZVPD RIJCOSX def2/J DEFGRID3
* xyz 0 1
O -3.99308 -0.87276 -0.91722
N -3.62337 -0.48671 0.14402
O -3.16562 -1.14784 1.03069
C -3.73525 0.91691 0.30750
N -3.16781 1.83969 -0.11556
O -2.86787 2.94358 -0.38869
C 0.06573 -1.41848 -0.08551
O -0.80165 -0.89962 -0.66468
H 1.09628 -1.09757 -0.36239
H 0.02924 -2.16205 0.61130
*
```

Here are the Mulliken charges for atoms 1 to 4, given in e: number 1, O, carries -0.4916; number 2, N, carries 1.0050; number 3, O, carries -0.4982; number 4, C, carries -0.1079

***

<C>
C2H2N2O4 in the gas phase, computed with wB97M-V/def2-TZVPD.

- SMILES string = O=c1[nH]o/c(=N\O)o1
- Kohn-Sham gap (eV) = 9.2523
- HOMO energy (eV) = -9.5

```
! wB97M-V def2-TZVPD RIJCOSX def2/J DEFGRID3
* xyz 0 1
O 0.74810 2.91881 -0.18435
C 0.47022 1.70687 -0.28628
N -0.02423 0.99405 -1.47290
O -0.42786 -0.37519 -0.83133
C -0.13332 -0.36824 0.37283
N -0.44835 -1.22233 1.17748
O -1.01101 -2.30714 0.86036
O 0.77810 0.74029 0.73577
H 1.03322 0.67775 -1.99890
H -0.98487 -2.76485 1.62733
*
```

Here are the Mulliken charges for atoms 1 to 4, given in e: number 1, O, carries -0.4815; number 2, C, carries 0.4551; number 3, N, carries -0.1998; number 4, O, carries -0.2467

***

Going by the energies, <C> is most stable and the next is 0.0506 hartree up.

***

<A>
C2H6O3Si in the gas phase, computed with wB97M-V/def2-TZVPD.

- SMILES string = OC(O)=C(O)[SiH3]
- Kohn-Sham gap (eV) = 8.8424
- HOMO energy (eV) = -8.2

```
! wB97M-V def2-TZVPD RIJCOSX def2/J DEFGRID3
* xyz 0 1
O -0.74878 1.74098 -0.48786
C -1.26925 0.69377 0.26289
O -2.51345 1.02460 0.79503
C -0.42532 -0.29724 0.59453
O -0.91034 -1.24487 1.56913
Si 1.19493 -0.58176 -0.26634
H -1.43315 2.31073 -0.53756
H -3.09585 0.35881 0.83427
H -0.34283 -2.03279 1.58768
H 0.96640 -1.91015 -0.80770
H 2.06430 -0.77637 0.84921
H 1.39563 0.44749 -1.38915
*
```

Here are the Mulliken charges for atoms 1 to 4, given in e: number 1, O, carries -0.4462; number 2, C, carries 0.3781; number 3, O, carries -0.5005; number 4, C, carries 0.1421

***

<B>
2 unconnected molecules or ions with the total composition C2H6O3Si, computed with wB97M-V/def2-TZVPD.

- SMILES string = O=C=C[SiH2]O.O
- Kohn-Sham gap (eV) = 10.1086
- HOMO energy (eV) = -9.7

```
! wB97M-V def2-TZVPD RIJCOSX def2/J DEFGRID3
* xyz 0 1
O 2.62776 1.92467 2.15056
C 2.45033 1.04550 1.38001
C 2.03280 0.23741 0.47058
Si 0.23475 0.38905 0.00237
O -0.12488 -1.05463 -0.72309
H 2.71506 -0.31069 -0.07015
H -0.51804 0.59464 1.20431
H -0.09272 1.38821 -0.94694
H -0.92681 -1.42608 -1.04020
O -3.01512 -1.19887 -0.81756
H -2.64418 -0.87836 0.02084
H -2.73895 -0.71085 -1.63072
*
```

Here are the Mulliken charges for atoms 1 to 4, given in e: number 1, O, carries -0.4007; number 2, C, carries 0.5834; number 3, C, carries -0.7111; number 4, Si, carries 0.4561

***

Going by the energies, <B> is most stable and the next is 0.0797 hartree up.

***

<A>
2 unconnected molecules or ions with the total composition C4H5NO3S, computed with wB97M-V/def2-TZVPD.

- Kohn-Sham gap (eV) = 7.5312
- HOMO energy (eV) = -8.6

```
! wB97M-V def2-TZVPD RIJCOSX def2/J DEFGRID3
* xyz 0 1
C -0.48311 -1.10089 -1.65314
C -0.43780 -2.16923 -0.73565
C -0.58553 -0.39046 0.47732
C -0.46813 0.05450 -0.77414
N 0.87802 2.48186 1.94715
O 1.08822 4.86130 3.06155
O -0.14638 1.37009 -1.18082
O -0.61432 -1.71722 0.54098
S 0.70492 3.98311 1.92521
H -0.50941 -1.18510 -2.67322
H -0.51177 -3.19455 -0.86966
H -0.63241 0.14802 1.40960
H 1.42910 1.78876 2.44705
H 0.27384 1.79398 -0.41636
*
```

Here are the Mulliken charges for atoms 1 to 4, given in e: number 1, C, carries -0.5980; number 2, C, carries -0.3846; number 3, C, carries -0.5129; number 4, C, carries 0.6666

***

<B>
A molecular structure, C4H5NO3S, computed with wB97M-V/def2-TZVPD.

- Kohn-Sham gap (spin up / spin down) (eV) = 8.5020 / 8.5005
- HOMO energy (spin up / spin down) (eV) = -9.9 / -9.9

```
! wB97M-V def2-TZVPD RIJCOSX def2/J DEFGRID3
* xyz 0 1
C -0.01562 1.71620 -0.18921
C 1.26929 1.49546 -0.11766
C -1.04530 0.64002 -0.00272
C -1.32496 -1.62842 0.15712
N -0.61495 -0.57307 -0.44707
O -2.20116 0.88042 0.27559
O 1.97951 -0.74859 1.32670
O 2.59020 -0.66463 -0.97777
S 1.67514 -0.26048 0.04116
H -0.21103 2.78031 -0.39873
H 2.17703 2.09376 -0.48375
H -2.32768 -1.36644 0.20879
H -1.14773 -2.45473 -0.42107
H -0.80273 -1.90980 1.02860
*
```

Here are the Mulliken charges for atoms 1 to 4, given in e: number 1, C, carries -0.2878; number 2, C, carries -0.3047; number 3, C, carries 0.7702; number 4, C, carries -0.9509

***

Going by the energies, <A> is most stable and the next is 0.0419 hartree up.

***

<A>
2 unconnected molecules or ions with the total composition C5H9O, computed with wB97M-V/def2-TZVPD.

- Kohn-Sham gap (eV) = 7.3338
- HOMO energy (eV) = -13.7

```
! wB97M-V def2-TZVPD RIJCOSX def2/J DEFGRID3
* xyz 1 1
C -0.17789 0.67922 3.40367
C 0.99277 0.15178 -1.63699
C 0.23357 0.15235 2.29123
C 0.69736 -0.40805 1.22628
C -1.20041 -0.38685 -2.28135
O 0.16404 -0.69339 -2.07312
H 0.50970 1.21608 4.04064
H -1.18854 0.57893 3.75462
H 0.76590 1.21967 -1.58657
H 0.75359 0.09543 0.22492
H 1.08975 -1.41062 1.19614
H 2.02435 -0.17620 -1.55926
H -1.39318 0.68822 -2.28874
H -1.49440 -0.84167 -3.22763
H -1.77660 -0.86490 -1.48385
*
```

Here are the Mulliken charges for atoms 1 to 4, given in e: number 1, C, carries -0.5304; number 2, C, carries -0.1025; number 3, C, carries 0.2387; number 4, C, carries -0.3259

***

<B>
A gas-phase ion, C5H9O (charge +1), computed with wB97M-V/def2-TZVPD.

- Kohn-Sham gap (eV) = 10.1804
- HOMO energy (eV) = -15.3

```
! wB97M-V def2-TZVPD RIJCOSX def2/J DEFGRID3
* xyz 1 1
C -0.52637 -2.48707 -1.26061
C 0.28505 -1.76510 -0.24007
C 0.01663 0.38131 0.57825
C 0.09175 3.05299 0.64708
C 0.34140 1.54479 0.89273
O -0.33789 -0.79404 0.59391
H -0.97754 -1.49904 -1.42394
H 0.25072 -2.64101 0.56711
H 0.15814 -2.69871 -2.11159
H 1.02661 -1.32607 -0.78069
H -1.01420 2.98075 0.48948
H 0.56071 3.59756 -0.07939
H 0.14184 3.48877 1.61520
H -1.31121 -3.21867 -1.03050
H 1.29435 1.38351 1.54302
*
```

Here are the Mulliken charges for atoms 1 to 4, given in e: number 1, C, carries -0.8320; number 2, C, carries -0.3161; number 3, C, carries 0.5740; number 4, C, carries -0.9170

***

Going by the energies, <A> is most stable and the next is 0.0286 hartree up.

***

<A>
2 unconnected molecules or ions with the total composition CH3IO2S2, computed with wB97M-V/def2-TZVPD.

- Kohn-Sham gap (eV) = 8.3169
- HOMO energy (eV) = -9.6

```
! wB97M-V def2-TZVPD RIJCOSX def2/J DEFGRID3
* xyz 0 1
C -2.29326 1.42724 1.32619
O 1.31117 -0.12954 -2.34677
O -1.61942 0.51761 0.90164
S 1.19039 -2.55982 -0.80505
S 1.16981 -0.41829 -0.95783
I 3.31836 0.22814 0.26817
H 2.30434 -2.81730 -1.49515
H -3.25196 1.24126 2.08835
H -2.12943 2.51068 1.02044
*
```

Here are the Mulliken charges for atoms 1 to 4, given in e: number 1, C, carries -0.0551; number 2, O, carries -0.3828; number 3, O, carries -0.3552; number 4, S, carries -0.1780

***

<B>
2 unconnected molecules or ions with the total composition CH3IO2S2, computed with wB97M-V/def2-TZVPD.

- Kohn-Sham gap (eV) = 8.2080
- HOMO energy (eV) = -9.4

```
! wB97M-V def2-TZVPD RIJCOSX def2/J DEFGRID3
* xyz 0 1
C 0.04641 -1.34779 -1.25967
O -3.47199 2.19553 -1.05909
O 0.01364 -0.15741 -1.15470
S -1.28354 2.13407 0.93237
S -2.40150 1.32280 -0.74367
I -3.40283 -0.84132 0.13901
H -1.97807 2.85690 1.70360
H -0.82948 -1.91788 -1.04083
H 0.88501 -1.97091 -1.72250
*
```

Here are the Mulliken charges for atoms 1 to 4, given in e: number 1, C, carries 0.0616; number 2, O, carries -0.4303; number 3, O, carries -0.3283; number 4, S, carries -0.1722

***

Going by the energies, <A> is most stable and the next is 0.0045 hartree up.

***

<A>
2 unconnected molecules or ions with the total composition C5H14NO2, computed with wB97M-V/def2-TZVPD.

- Kohn-Sham gap (eV) = 9.6721
- HOMO energy (eV) = -12.9

```
! wB97M-V def2-TZVPD RIJCOSX def2/J DEFGRID3
* xyz 1 1
C 2.27302 2.23711 1.47549
C 1.10318 1.31504 1.53790
C 1.13427 0.06603 2.10191
O 0.01743 -0.77737 1.92711
H 2.12258 3.07687 2.15773
H 3.25523 1.75248 1.65209
H 2.32078 2.69502 0.48801
H 0.18613 1.71328 1.13550
H 1.96278 -0.37221 2.67092
H 0.38712 -1.67196 1.92676
C -1.99605 -1.45180 -1.53406
O -2.22463 -2.27580 -2.67098
C -0.69347 -0.76897 -1.80009
N -0.47862 0.25777 -0.73380
H -1.96565 -2.02394 -0.59970
H -2.82091 -0.72773 -1.45877
H -2.93116 -2.87957 -2.42472
H 0.21748 -1.35853 -1.70646
H -0.68030 -0.27963 -2.78832
H -0.35141 -0.19568 0.18145
H -1.24786 0.90194 -0.66419
H 0.41005 0.76767 -0.87378
*
```

Here are the Mulliken charges for atoms 1 to 4, given in e: number 1, C, carries -1.0795; number 2, C, carries -0.2326; number 3, C, carries -0.2257; number 4, O, carries -0.5558

***

<B>
A gas-phase ion, C5H14NO2 (charge +1), computed with wB97M-V/def2-TZVPD.

- SMILES string = [NH3+][C@@H](CO)CCCO
- Kohn-Sham gap (eV) = 11.5210
- HOMO energy (eV) = -14.5

```
! wB97M-V def2-TZVPD RIJCOSX def2/J DEFGRID3
* xyz 1 1
N 0.63116 -0.84911 -0.93562
C -0.18600 -0.70950 0.33724
C -0.15554 -2.03557 1.07339
O -0.43343 -2.97005 0.01752
C 0.34437 0.45608 1.15507
C 0.28021 1.94572 0.69420
C -0.64444 2.36269 -0.42706
O 0.01131 1.96428 -1.68720
H 0.93777 0.09274 -1.22942
H 0.09290 -1.33625 -1.63809
H 1.48390 -1.38976 -0.79119
H -1.20314 -0.63153 -0.05504
H 0.79753 -2.31069 1.55332
H -0.84172 -2.14453 1.91784
H -0.24932 -3.84781 0.30407
H 1.38970 0.14880 1.31048
H -0.13468 0.44264 2.13491
H 0.15091 2.53843 1.60194
H 1.26642 2.29700 0.37359
H -0.70451 3.43918 -0.57790
H -1.63532 1.93009 -0.40257
H 0.39179 2.65803 -2.25090
*
```

Here are the Mulliken charges for atoms 1 to 4, given in e: number 1, N, carries -0.2308; number 2, C, carries 0.3195; number 3, C, carries -0.8272; number 4, O, carries -0.5075

***

<C>
2 unconnected molecules or ions with the total composition C5H14NO2, computed with wB97M-V/def2-TZVPD.

- Kohn-Sham gap (eV) = 8.9514
- HOMO energy (eV) = -13.5

```
! wB97M-V def2-TZVPD RIJCOSX def2/J DEFGRID3
* xyz 1 1
C -0.96943 1.71526 1.32531
C -0.11453 0.53614 0.85729
C 0.28673 0.65319 -0.76766
C 0.81215 -0.78163 -1.37462
C 1.75461 0.04162 -0.63926
O 2.44108 -0.77766 0.26105
N -0.58299 -0.78255 1.21130
H -0.46511 2.65404 1.07508
H -1.98754 1.61570 0.85252
H -1.27134 1.70404 2.36562
H 0.82359 0.75705 1.37300
H -0.80961 0.62710 -0.92981
H 0.55628 1.70090 -0.88469
H 0.64638 -1.71442 -0.84767
H 0.55735 -0.54968 -2.40730
H 2.53166 0.60635 -1.12854
H -1.51609 -0.95998 0.85706
H 3.26275 -1.12159 -0.10519
H -0.63148 -0.76030 2.22675
H -3.64900 -0.59336 -0.66115
H -2.58046 -1.11474 -1.59042
O -2.70945 -0.47698 -0.88002
*
```

Here are the Mulliken charges for atoms 1 to 4, given in e: number 1, C, carries -1.3943; number 2, C, carries -0.1317; number 3, C, carries -0.5883; number 4, C, carries -0.5770

***

Going by the energies, <B> is most stable and the next is 0.0289 hartree up.